Molecular formula: C5H6O
Method: DFT, wB97M-V/def2-TZVPD

Calculated values
E_tot = -269.2446 hartree
Orbital gap = 10.55 eV
Relative energy (zero: lowest compared OMol25 entry of this formula, charge and spin) = 63.8 kcal per mole
E_LUMO = 1.115 eV
Strongest force on any atom = 0.073 hartree/bohr

Atoms and positions in Å:
C: -0.623 0.452 -0.981
C: -0.405 -0.859 -0.994
C: 0.499 -1.135 0.178
O: -0.272 -0.769 1.439
C: 0.604 0.162 0.854
C: 0.003 1.192 0.089
H: -1.447 0.908 -1.525
H: -0.659 -1.793 -1.519
H: 1.036 -2.148 0.561
H: 1.327 0.396 1.574
H: -0.799 1.583 0.682
H: 0.736 2.011 -0.358